DFT (ωB97M-V with the def2-TZVPD basis set) results for a structure of composition C30H34BeClFN3O7PS4.

XYZ file:
```
82
Properties=species:S:1:pos:R:3:forces:R:3
C -5.04340 4.66844 -1.47500 0.80 -0.34 0.10
C -4.82446 3.67202 -0.80007 1.28 -0.18 1.43
C -4.29643 2.68365 0.26141 -0.21 -0.75 0.76
C -5.07186 2.49049 1.54924 1.87 -0.28 -1.07
N -6.28129 3.22588 1.79725 2.67 0.14 0.23
C -4.50309 1.50345 2.53940 1.49 -0.02 -0.29
S -5.44573 1.26416 4.10985 1.23 0.30 -0.75
C -3.20991 0.73914 2.32736 -2.17 3.52 -3.14
O -2.80841 -0.14993 3.37429 -1.92 -2.98 -0.99
C -3.54698 -1.28356 3.29884 1.47 2.61 0.64
N -4.21202 -2.24373 3.30184 0.09 0.24 -2.09
C -2.41031 0.95481 1.05947 -2.34 -0.03 1.89
C -3.00910 1.91867 0.06643 -0.98 -0.26 0.62
S -2.12222 2.18509 -1.47990 -0.17 -1.76 1.06
C -1.20248 0.60200 -1.67431 0.23 -0.96 0.70
C -0.85336 0.18609 -3.07223 1.99 -1.80 1.74
P -1.41003 1.24655 -4.53587 -1.86 -0.82 0.43
S -3.37842 1.09317 -4.56014 0.13 0.19 0.24
C -0.06709 -1.06875 -3.29329 -0.87 1.25 2.39
C 0.32496 -1.45547 -4.76266 0.21 0.11 -0.09
C -0.83136 -2.16024 -5.59754 0.55 -0.85 -0.11
C -0.77998 -3.75968 -5.46435 0.26 1.07 -0.87
Cl -0.43223 -1.81957 -7.37682 -0.36 0.05 1.05
C 0.33560 -1.87777 -2.04846 -1.06 0.80 0.01
C 1.20133 -3.17623 -2.33663 0.31 1.04 -0.52
C 2.75611 -2.74834 -2.37994 0.49 -1.21 0.60
O 2.99900 -1.53633 -3.13429 -0.57 0.93 1.39
C 3.50316 -0.49859 -2.30896 1.81 1.46 1.16
C 2.65565 0.80732 -1.94943 -1.05 -0.38 -1.41
O 4.62892 -0.52324 -1.85535 -2.01 -0.72 -0.97
C -0.05920 -1.44602 -0.64921 0.45 1.68 -3.48
S 0.47829 -2.54635 0.70307 -2.61 -3.06 3.48
O -0.14890 -3.86214 0.47635 2.22 2.29 -1.07
O 0.06952 -2.08661 2.03223 1.43 0.79 -2.46
F 2.13455 -2.68468 0.75115 -2.83 0.59 -0.76
C -0.85575 -0.15714 -0.42946 1.01 -1.99 -2.31
N -1.16578 0.23155 0.93526 -0.80 1.64 -2.29
C 0.03142 1.01979 1.42436 1.45 0.33 1.22
C -0.09043 1.59455 2.89481 0.65 -0.29 0.24
C 0.14439 0.51575 4.05299 0.20 1.04 1.00
C 1.69189 0.38698 4.47779 -0.44 -0.88 -0.11
C 2.45834 -0.79662 3.74765 1.44 0.46 0.46
C 4.05138 -0.54132 3.85510 -1.59 -0.86 -0.08
O 4.48005 -0.05437 2.53706 0.41 1.95 1.38
C 5.43081 0.97501 2.80667 1.36 -0.03 0.19
C 5.07369 2.47927 2.42192 0.09 -0.86 0.35
O 6.48502 0.68106 3.33063 -1.81 0.69 -0.87
H -5.04502 5.59450 -2.11537 -0.39 -1.64 1.03
H -6.30169 3.55129 2.78025 -0.27 -0.77 -0.47
H -6.27025 4.11027 1.25682 -0.17 -0.92 -0.12
H -4.44696 1.49625 5.05673 -0.56 -0.24 -1.06
H -1.06415 2.61908 -4.35806 0.66 -0.69 -0.10
H -0.96917 0.69951 -5.78948 0.54 0.51 0.87
H 0.63499 -0.49884 -5.29988 -0.36 -1.27 0.78
H 1.23640 -2.13003 -4.83498 -1.17 0.98 0.37
H -1.86358 -1.73689 -5.43787 1.14 -0.42 0.02
H 0.19537 -4.09006 -5.95580 -1.20 0.36 0.85
H -0.82484 -4.10823 -4.39366 -0.23 0.32 -1.19
H -1.60601 -4.15008 -6.12330 0.76 0.13 1.05
H 0.99907 -4.01962 -1.61775 0.39 1.09 -0.55
H 0.98490 -3.59108 -3.37463 -0.05 0.76 1.46
H 3.21036 -2.61041 -1.35690 -0.67 -0.32 -1.02
H 3.31021 -3.60209 -2.87541 -0.58 1.06 0.49
H 3.22748 1.75497 -2.21137 -0.39 -1.48 0.55
H 2.33502 0.81625 -0.86402 0.69 -0.18 -1.18
H 1.71338 0.83493 -2.58042 1.01 -0.03 0.79
H 0.91194 0.30226 1.42991 -1.14 0.81 -0.04
H 0.28428 1.82356 0.66568 -0.52 -0.66 0.84
H -1.04069 2.17213 3.10013 0.91 -0.64 -0.57
H 0.75794 2.35053 3.00888 -1.16 -0.88 -0.31
H -0.37233 0.94587 4.97851 0.52 -0.54 -1.22
H -0.34786 -0.48027 3.86353 0.80 1.02 -0.03
H 2.24487 1.36942 4.30717 -0.82 -1.15 0.15
H 1.72753 0.16231 5.59500 0.00 0.43 -1.41
H 2.27212 -1.78926 4.26630 -0.23 1.18 -0.90
H 2.24034 -0.82192 2.64187 0.09 -0.25 1.32
H 4.60375 -1.50075 4.09216 -0.52 1.31 -0.15
H 4.18174 0.24738 4.65131 0.34 -0.95 -0.81
H 3.97161 2.68271 2.54725 1.11 -0.32 -0.41
H 5.42499 2.64574 1.35361 -0.55 -0.06 1.37
H 5.63037 3.15135 3.14926 -0.51 -0.94 -1.12
Be -4.82000 -2.84898 1.49604 0.63 0.48 1.65
```
Forces are in eV/Å.

Its total charge is +2. Its multiplicity is 1. The calculation puts the lowest unoccupied orbital energy at -10.7480 eV.

Mulliken charges in e: 0.105 -1.655 0.530 0.757 -0.576 0.185 -0.193 -0.136 -0.315 0.888 -0.548 -0.758 0.776 -0.370 1.038 -0.027 0.167 -0.243 0.891 -2.286 0.381 -1.186 -0.158 -0.111 -1.123 -0.647 -0.336 0.529 -0.119 -0.482 0.644 1.393 -0.652 -0.409 -0.233 -1.450 1.103 0.455 -1.059 -0.185 -1.032 0.636 -0.688 -0.254 0.558 -0.700 -0.497 0.400 0.294 0.283 0.274 0.223 0.207 0.618 0.400 0.386 0.359 0.265 0.391 0.507 0.117 0.316 0.442 0.461 -0.167 -0.073 -0.356 0.373 0.390 0.561 0.400 0.004 0.278 0.312 0.403 -0.635 0.284 0.382 0.119 0.276 0.317 0.581